Below is one molecule with the formula H4SSi2 at a distorted geometry, with properties calculated with the ωB97M-V functional and the def2-TZVPD basis.

Summary:
* frontier orbital gap: 9.1 eV
* max |F|: 1.620 eV Å⁻¹
* DFT total energy: -26654.4991 eV
* ΔE to the lowest compared entry with this formula, charge and spin: 0.3551 eV
* SMILES string: [SiH2]1[SiH2]S1

ORCA input file:
```
! wB97M-V def2-TZVPD RIJCOSX def2/J DEFGRID3
* xyz 0 1
Si 0.12207 -1.19127 -0.05685
Si 0.19518 1.07768 -0.15169
S -1.74711 -0.05091 -0.07662
H 0.50956 -1.85873 -1.27525
H 0.78416 -1.73650 1.18125
H 0.27477 1.40683 1.28338
H -0.13863 2.35290 -0.90422
*
```